ORCA calculation (the ωB97M-V functional and the def2-TZVPD basis) on a molecular structure, C24H26AlN4O2SSi2 in a non-equilibrium geometry.

Last column: natural (NBO) charge in e.
Geometry (Å):
Al1 -0.98612 1.19936 0.40368  1.532
O1 3.72469 3.35106 0.34588  -0.688
C1 4.22498 2.10886 0.18498  0.351
C2 5.60098 1.98156 0.31518  -0.278
C3 6.24178 0.76276 0.16758  -0.204
C4 5.48398 -0.34814 -0.15362  -0.281
C5 4.11268 -0.23824 -0.27822  -0.136
C6 3.41508 0.96476 -0.08622  -0.195
C7 1.97968 1.12656 -0.15112  0.412
O2 0.98448 0.13066 0.07828  -0.935
N1 1.50558 2.31356 -0.36912  -0.277
N2 0.19598 2.46856 -0.33902  -0.574
C8 -0.35372 3.67356 -0.71472  -0.157
C9 -1.71592 3.69206 -0.68022  0.089
C10 -2.56192 4.76526 -1.11082  -0.228
C11 -3.90352 4.59696 -1.15222  -0.204
C12 -4.46492 3.35086 -0.75122  -0.399
C13 -3.63122 2.38686 -0.27152  0.092
N3 -2.29792 2.50776 -0.19892  -0.759
H1 2.75208 3.29486 0.16498  0.503
H2 6.16048 2.87936 0.53238  0.216
H3 7.31168 0.69016 0.29788  0.203
H4 5.95538 -1.30914 -0.31552  0.203
H5 3.57768 -1.12664 -0.54952  0.196
H6 0.27268 4.49566 -1.02642  0.192
H7 -2.09772 5.69836 -1.40172  0.201
H8 -4.56392 5.39046 -1.48062  0.196
H9 -5.53042 3.19726 -0.81002  0.203
H10 -4.02102 1.44296 0.08278  0.186
C14 -3.33831 -0.85714 -1.70912  -1.072
Si1 -2.31101 -0.79894 -0.05842  0.875
C15 -3.66052 -1.01284 1.32798  -1.067
C16 -1.60222 -2.57834 0.01088  -0.399
C17 -2.46242 -3.67104 -0.03162  -0.142
C18 -1.99692 -4.96594 0.06648  -0.237
C19 -0.63742 -5.19124 0.20658  -0.226
C20 0.22728 -4.11654 0.24408  -0.205
C21 -0.23662 -2.80214 0.15148  -0.497
Si2 1.16518 -1.52424 0.04678  1.950
C22 1.70738 -1.88154 -1.77432  -1.143
C23 2.21858 -1.92324 1.60248  -1.141
H11 -4.38082 -1.11624 -1.54172  0.218
H12 -2.93222 -1.57204 -2.41962  0.223
H13 -3.32272 0.12086 -2.18052  0.234
H14 -4.60662 -1.39114 0.94488  0.214
H15 -3.86522 -0.06474 1.82028  0.226
H16 -3.31472 -1.70814 2.08858  0.230
H17 -3.52252 -3.49304 -0.14552  0.195
H18 -2.68682 -5.79884 0.04258  0.201
H19 -0.25482 -6.20124 0.28298  0.203
H20 1.28738 -4.30914 0.33888  0.200
H21 2.42568 -2.69374 -1.85592  0.232
H22 2.13758 -1.00294 -2.25092  0.238
H23 0.83298 -2.17474 -2.35292  0.244
H24 2.68988 -2.90024 1.55758  0.229
H25 1.56398 -1.91824 2.47318  0.253
H26 2.99688 -1.18564 1.77318  0.247
S1 -0.28822 0.90506 4.95008  -0.168
C24 -0.51112 1.11716 3.41118  0.223
N4 -0.69332 1.26206 2.24797  -0.800

Computed properties:
E_HOMO	-0.1025	Eh
Kohn-Sham gap	0.1969	Ha
E_tot	-68559.3850	eV
net charge	-1
LUMO level	2.570	eV